The following is a DFT calculation (ωB97M-V/def2-TZVPD) of a 8-piece molecular cluster, C39H106N10O11PS overall at a distorted geometry.

## Properties
DFT total energy = -99699.848 eV
HOMO energy = -0.138 Eh
net charge = -1
gap between HOMO and LUMO = 5.5 eV

The geometry in XYZ format:
```
168
Properties=species:S:1:pos:R:3:forces:R:3
C -2.9978 4.2572 0.6144 -0.1858 0.8754 -0.6666
C -3.4066 3.3715 -0.7303 -0.1385 0.6102 0.5446
O -2.7825 2.0074 -0.7231 0.6784 2.2464 -0.4844
C -1.3014 2.1403 -0.7964 0.6197 -0.1587 0.0037
C -0.5730 0.7672 -1.4086 -0.5276 0.6765 0.0550
C 1.0441 0.8875 -1.1749 -0.1731 0.6571 -0.5113
C 1.5401 0.7577 0.3807 0.8428 -0.5165 -0.4834
C 0.5531 -0.1028 1.3642 0.8385 -0.2409 1.2436
C 0.9976 0.1277 2.9602 1.4080 -0.2276 -0.8539
C 0.7148 -1.1573 3.9362 -1.0277 -0.6356 -0.3357
C -0.8644 -1.5109 4.1917 0.0296 -1.2527 0.8199
N -0.8872 -2.6298 5.2549 -0.4482 1.7887 0.5451
N -1.6885 -0.3811 4.7779 -0.3387 -0.4271 -1.3823
N -1.5504 -2.1211 2.9672 0.3571 0.9039 0.6972
O 2.4985 0.1586 2.9563 -2.5530 1.2480 1.1141
P 2.9471 1.2510 4.2835 2.7060 -0.5650 1.2942
S 3.5716 2.6267 5.8622 0.6523 1.2590 2.4320
O 1.3340 1.8229 4.7408 -2.3844 -1.1870 -3.6250
C 0.6172 1.6460 3.4462 1.6481 1.0299 -0.5669
O -0.7590 2.1497 3.3143 0.4533 -1.7495 -0.0375
H -1.8658 4.6209 0.5675 -2.4643 -1.0600 0.2654
H -3.6382 5.2610 0.5993 1.2513 -2.1333 -0.0788
H -3.2606 3.7112 1.6197 0.7540 0.8743 -2.0914
H -3.1006 3.9600 -1.7219 -0.4591 -1.2355 2.1341
H -4.5944 3.2849 -0.7444 2.6225 -0.2962 0.0333
H -0.9196 2.3959 0.3010 -0.5240 -0.6675 -2.3467
H -1.0240 3.0355 -1.5064 -0.5110 -1.5523 1.3078
H -0.7824 0.6671 -2.5732 0.3052 0.3835 2.4221
H -1.0820 -0.1544 -0.8979 1.2045 1.6162 -0.9077
H 1.6292 0.1624 -1.9157 -1.3900 1.3252 1.7101
H 1.3490 1.9860 -1.5295 -0.6494 -2.3101 0.6213
H 2.5780 0.1686 0.3488 -2.3065 1.3986 0.2830
H 1.8033 1.8374 0.7562 -0.7695 -2.2602 -0.3777
H -0.5799 0.1857 1.3174 2.0524 -0.5975 -0.3842
H 0.7383 -1.2607 1.1446 -0.7462 2.4897 0.3030
H 1.1793 -2.1047 3.3771 -0.9807 2.0887 1.1237
H 1.2512 -1.1180 4.9806 -0.9435 0.5302 -2.2209
H -1.9066 -2.6844 5.5567 1.5797 -0.0864 -0.6993
H -0.4260 -2.1589 6.0908 -0.5182 -0.9553 -1.2458
H -2.5683 -0.2100 4.2211 1.2930 -0.4559 1.1330
H -1.8903 -0.5157 5.7932 0.1835 0.0833 -1.5756
H -1.7937 -1.3886 2.2631 0.7029 -1.0420 0.7297
H -0.9791 -2.8967 2.5550 -0.5745 1.4081 0.5367
H 2.8951 0.2686 5.3360 -0.7686 -0.3178 -0.3627
H 4.3674 0.8765 4.2404 -0.6885 0.0576 -0.6651
H 3.2887 2.3864 3.4331 -1.1012 -0.3665 -0.2177
H 2.6893 2.5547 6.9517 0.6430 -0.1732 -1.3531
H 1.2130 2.4283 2.7696 -1.1840 -2.0261 0.8910
H -1.3623 1.4601 2.9087 1.3936 0.9198 1.0892
C 8.3784 1.7297 4.3013 -0.0578 0.3358 -0.0591
C 7.9762 0.7531 5.4034 0.0419 -0.3339 -0.3691
C 9.1115 -0.2142 5.8125 -0.3815 -0.0767 0.1850
O 9.3247 -1.2913 4.8950 0.4221 0.4001 0.1799
C 10.1466 -0.9616 3.7858 -0.3036 -0.3655 0.0162
N 6.7732 0.0231 4.9799 0.5515 -0.3526 0.2296
H 8.4359 1.2555 3.3175 -0.0180 -0.0431 0.1367
H 7.6413 2.5370 4.2215 0.0561 -0.2352 0.0492
H 9.3490 2.1878 4.5178 -0.0172 -0.0498 -0.0205
H 7.7216 1.3522 6.2862 0.0046 -0.1633 -0.0179
H 8.8235 -0.6887 6.7585 0.0163 -0.0579 -0.1655
H 10.0478 0.3214 6.0083 0.0899 0.0226 -0.1545
H 10.9369 -0.2537 4.0519 -0.0753 0.0793 0.0177
H 9.5356 -0.5657 2.9730 0.1578 0.1840 -0.0860
H 10.6151 -1.8822 3.4261 -0.0508 0.0242 0.1229
H 6.4586 -0.5641 5.7534 -0.1864 0.2773 -0.1167
H 7.0625 -0.6532 4.2674 -0.1443 0.2809 0.0967
C 3.2978 -4.9355 -3.5936 0.0376 -0.3080 0.1072
C 4.1277 -3.6545 -3.5698 -0.4168 0.0812 -0.2196
C 3.3239 -2.4089 -3.1291 0.2689 0.1965 -0.1477
O 2.4696 -1.8718 -4.1435 0.0830 -0.2713 0.5166
C 1.2103 -2.5178 -4.2510 0.0694 0.2279 -0.2278
N 4.7432 -3.4589 -4.8898 -0.0335 0.3437 -0.0039
H 2.6127 -4.9788 -4.4449 0.0814 0.1109 0.0839
H 3.9528 -5.8111 -3.6688 -0.0683 0.1882 -0.0257
H 2.7101 -5.0395 -2.6756 0.0309 0.0347 -0.1004
H 4.9290 -3.8045 -2.8359 -0.0640 0.1553 -0.0645
H 4.0406 -1.6114 -2.8981 -0.1146 -0.0384 -0.1236
H 2.7623 -2.5961 -2.2063 -0.1040 -0.0932 -0.0689
H 0.8304 -2.8485 -3.2801 0.0280 -0.0260 -0.0225
H 1.2802 -3.3595 -4.9419 -0.1467 -0.1843 0.0752
H 0.4986 -1.8035 -4.6747 0.1325 0.0280 0.1009
H 5.3651 -2.6507 -4.8433 -0.0281 -0.2187 -0.0022
H 4.0030 -3.1557 -5.5290 0.1910 -0.1654 0.1824
C -0.5993 8.5633 -4.3511 0.0684 0.2043 -0.2369
C -0.7119 7.0522 -4.1660 -0.0119 0.1897 0.4434
C -1.9732 6.6210 -3.3816 0.2321 -0.3044 0.1214
O -1.8811 6.8172 -1.9673 -0.3294 0.1380 -0.6062
C -2.1910 8.1339 -1.5374 0.1910 -0.2343 0.3294
N 0.5151 6.5558 -3.5277 -0.2787 -0.2129 0.1651
H -0.3020 9.0798 -3.4342 -0.0612 -0.1457 -0.0553
H 0.1588 8.7979 -5.1072 -0.0959 -0.1002 0.1604
H -1.5489 8.9889 -4.6913 0.0623 -0.0290 0.0585
H -0.7813 6.6103 -5.1675 -0.0489 -0.0808 0.1413
H -2.1007 5.5404 -3.5191 0.0683 0.0856 0.1240
H -2.8786 7.0921 -3.7818 0.0162 0.1669 0.0462
H -2.9787 8.5923 -2.1423 0.0625 -0.0068 -0.0847
H -1.2916 8.7516 -1.5480 -0.0973 0.2163 -0.0672
H -2.5394 8.0788 -0.5020 0.0254 -0.1074 -0.1285
H 0.4717 5.5368 -3.4856 0.1150 0.1708 -0.0884
H 0.4824 6.8384 -2.5440 0.0751 -0.0125 -0.3012
C -5.1510 -2.2559 -3.8826 -0.2550 -0.0551 -0.0932
C -3.7660 -1.9368 -4.4397 -0.0464 -0.0734 0.5041
C -2.6639 -2.8975 -3.9356 0.2291 0.3549 -0.0507
O -2.2204 -2.6342 -2.6009 -0.2296 -0.4455 -0.4903
C -3.0358 -3.2055 -1.5894 0.2442 0.3071 0.2178
N -3.4397 -0.5364 -4.1365 0.3603 -0.1283 -0.0095
H -5.2629 -1.9612 -2.8354 0.0839 0.0337 -0.2037
H -5.9209 -1.7177 -4.4475 0.1741 -0.0847 0.1839
H -5.3691 -3.3258 -3.9624 0.0618 0.0216 -0.0173
H -3.8248 -2.0477 -5.5294 0.1510 -0.0124 0.0441
H -1.7805 -2.7574 -4.5702 -0.0175 0.0544 0.1448
H -2.9608 -3.9470 -4.0470 -0.1351 -0.0180 0.1192
H -3.4503 -4.1725 -1.8887 -0.0504 0.0497 -0.0788
H -3.8348 -2.5136 -1.3187 -0.1803 -0.1542 0.0340
H -2.4166 -3.3561 -0.7004 0.0248 0.0248 -0.1516
H -2.5529 -0.3035 -4.5854 -0.1801 0.0226 0.0123
H -3.2239 -0.4836 -3.1369 -0.1973 0.1013 -0.2172
C -8.1931 -1.1262 -1.1580 0.0263 -0.2882 0.0965
C -7.3632 0.1548 -1.1342 -0.3689 0.1090 -0.2875
C -8.1670 1.4004 -0.6935 0.3419 0.1560 -0.1549
O -9.0213 1.9375 -1.7080 -0.0471 -0.2562 0.5562
C -10.2806 1.2915 -1.8155 0.1332 0.2649 -0.3283
N -6.7477 0.3504 -2.4542 -0.1728 0.4421 0.1506
H -8.8782 -1.1695 -2.0094 0.0902 0.0977 0.0664
H -7.5381 -2.0019 -1.2332 -0.0731 0.1842 -0.0286
H -8.7808 -1.2302 -0.2401 0.0279 0.0164 -0.0801
H -6.5620 0.0047 -0.4003 -0.0441 0.1680 -0.0625
H -7.4503 2.1978 -0.4626 -0.1036 -0.0480 -0.1405
H -8.7287 1.2132 0.2292 -0.1288 -0.1015 -0.0598
H -10.6605 0.9608 -0.8445 0.0797 -0.0671 -0.0037
H -10.2107 0.4498 -2.5063 -0.1532 -0.1767 0.1102
H -10.9924 2.0058 -2.2391 0.1338 0.0112 0.0776
H -6.1258 1.1585 -2.4077 0.0966 -0.2597 -0.0300
H -7.4880 0.6536 -3.0935 0.1790 -0.1987 0.1438
C -8.0807 0.0479 -9.4515 -0.0751 0.1522 -0.2755
C -8.5752 -1.1687 -8.6733 0.4029 0.1731 0.1992
C -8.6874 -0.9209 -7.1508 0.1337 -0.4026 0.0712
O -7.4362 -0.9488 -6.4573 -0.6888 0.2677 -0.2430
C -6.7168 0.2741 -6.4980 0.3576 -0.2147 0.2243
N -7.7025 -2.3131 -8.9698 -0.0502 -0.1021 0.3489
H -7.0094 0.2251 -9.3216 -0.1379 -0.0786 0.0753
H -8.2509 -0.0931 -10.5252 0.0405 -0.0463 0.1972
H -8.6167 0.9528 -9.1474 0.0727 -0.0742 0.0024
H -9.5818 -1.3992 -9.0433 0.0596 -0.0587 0.1409
H -9.2785 -1.7384 -6.7205 0.1605 0.0223 -0.0088
H -9.2337 0.0039 -6.9311 0.1144 0.1227 -0.0622
H -7.3786 1.1447 -6.4774 -0.0568 -0.0325 -0.1045
H -6.0758 0.3010 -7.3806 -0.0161 0.2402 -0.0678
H -6.0671 0.3140 -5.6190 -0.0789 -0.0845 -0.0311
H -8.0875 -3.1430 -8.5168 0.0413 0.1127 -0.1852
H -6.8189 -2.1582 -8.4760 -0.2241 0.0077 -0.2112
C 9.9810 -4.0095 7.4975 0.1171 0.0527 -0.2919
C 10.7685 -4.0399 8.8049 -0.5068 -0.0072 0.0458
C 10.3147 -5.1596 9.7704 0.1451 0.2762 0.2820
O 9.1016 -4.8735 10.4731 0.3829 -0.4141 -0.3860
C 7.9195 -5.1662 9.7441 -0.1396 0.2626 0.2935
N 10.6916 -2.7171 9.4403 -0.0008 -0.2105 0.3596
H 8.9733 -3.6031 7.6211 0.1363 -0.0497 0.0494
H 10.4904 -3.3763 6.7619 -0.1405 -0.0523 0.1735
H 9.8952 -5.0128 7.0676 -0.0256 0.0701 0.0556
H 11.8159 -4.2357 8.5445 -0.0519 -0.0227 0.1592
H 11.0833 -5.2663 10.5454 -0.1500 0.0741 0.0141
H 10.2511 -6.1294 9.2630 -0.1420 0.0307 -0.1107
H 8.0334 -6.0483 9.1074 0.0702 0.0651 -0.0497
H 7.6234 -4.3005 9.1496 -0.0872 -0.1401 -0.1975
H 7.1181 -5.3608 10.4625 0.1662 0.0032 -0.0056
H 11.2898 -2.7172 10.2674 -0.0307 0.0764 -0.2010
H 9.7482 -2.6191 9.8263 0.2395 0.0305 -0.2182
```
Forces are in eV/Å.